7 unconnected molecules or ions with the total composition C20H41Br12N2O2S at a distorted geometry, computed with ωB97M-V/def2-TZVPD.

Its total charge is +1. The calculation puts the frontier orbital gap at 0.328 Eh.

Structure (XYZ):
```
78
Properties=species:S:1:pos:R:3:forces:R:3
Br 3.8330 3.4685 1.3296 0.06 0.11 0.03
Br -0.3435 2.2777 -4.6862 -0.03 -0.01 -0.01
Br -6.4999 -0.0977 -1.9930 0.05 -0.05 0.05
Br -5.9409 -2.8797 -4.3389 -0.03 0.02 0.01
Br 2.4309 3.3842 -2.6113 -0.03 0.06 -0.01
Br -3.9406 -1.2827 3.0453 0.04 0.00 0.05
Br -4.7803 0.7332 6.7831 -0.04 -0.03 0.02
Br -6.7614 -2.3236 6.2409 0.03 0.02 -0.02
Br 1.6670 1.8634 3.8968 0.05 0.00 -0.03
Br 5.9670 -2.4006 -0.3332 0.00 -0.17 0.03
Br 8.3367 0.1488 -1.3971 -0.06 0.01 0.04
Br -6.9286 0.8330 3.3657 0.04 0.03 -0.04
S 1.7982 -2.9756 -3.3132 -0.17 -0.33 0.25
O -0.4537 1.2884 -1.4049 0.85 -1.15 0.33
O -2.4274 0.5111 -2.1289 0.06 -0.18 -0.41
N 2.0962 0.7063 0.3999 -0.32 -0.42 -0.71
N 1.7537 -1.1902 -1.1065 -0.46 -0.31 -0.29
C 0.5325 4.0193 -4.6449 0.00 -0.04 -0.07
C -5.9180 -0.9628 -4.6656 0.05 -0.11 -0.02
C 7.9072 -2.3827 -0.1314 0.01 0.00 0.05
C 3.0320 3.2326 4.0919 -0.12 -0.07 0.03
C 3.7021 0.1496 -1.4752 -0.25 -0.41 -1.41
C 2.7505 -0.3453 -0.3599 0.81 1.28 0.24
C 2.5941 -1.8415 -2.1854 0.17 0.66 -0.15
C 0.8168 -2.0409 -0.3060 0.13 -0.48 0.28
C 3.2260 -0.5759 -2.7652 -0.17 -0.58 0.51
C -5.0043 -2.1135 7.0477 -0.07 -0.08 0.02
C 8.4037 -0.9952 0.1718 0.06 0.08 -0.11
C -5.7842 -1.6536 2.5332 0.04 -0.07 -0.17
C 3.0306 4.2078 2.9468 0.08 0.08 -0.05
C -6.4643 -0.4350 1.9706 -0.12 0.09 0.10
C -4.9154 -0.8635 7.8821 0.10 0.11 -0.04
C -5.2988 -0.2113 -3.5183 -0.08 0.09 0.03
C 2.0164 3.8738 -4.4500 0.05 -0.03 0.06
C -0.6373 -1.9858 -0.7673 0.33 0.64 0.03
C -1.4937 0.3869 -1.3963 -0.25 0.33 0.01
C -1.4117 -0.7116 -0.3653 -0.31 -0.03 0.42
H 9.4465 -1.0300 0.4782 0.01 -0.02 -0.02
H 2.4371 3.0979 -5.0812 0.02 0.02 -0.03
H -1.0491 -0.3354 0.5949 0.08 0.12 -0.07
H -0.6865 -2.1279 -1.8476 -0.15 -0.26 0.03
H -4.2858 -2.1162 6.2337 0.01 0.02 0.00
H -4.8607 -2.9946 7.6692 -0.01 0.02 0.02
H 7.8147 -0.5042 0.9396 0.02 -0.04 0.04
H 2.3363 1.6074 0.0011 0.12 0.05 0.22
H -5.0913 0.8182 -3.8008 -0.01 -0.01 -0.03
H 0.0588 4.5869 -3.8506 0.00 0.01 0.00
H 8.1252 -3.0628 0.6882 -0.05 0.02 0.03
H 2.0309 4.5312 2.6767 -0.01 -0.01 0.02
H -4.0122 -0.8821 8.4879 0.00 -0.03 0.00
H -2.4487 -0.9991 -0.1971 0.00 0.01 0.02
H 1.0901 0.6520 0.2619 -0.01 0.06 0.34
H 2.4430 -0.0159 -3.2868 0.14 0.07 -0.17
H 2.7931 3.7508 5.0176 0.01 0.03 -0.01
H -6.2770 -2.0283 3.4241 0.01 0.02 0.02
H 3.6408 5.0741 3.1907 0.01 -0.01 0.01
H -5.8502 0.0987 1.2522 0.02 -0.05 -0.03
H -6.9442 -0.6642 -4.8535 0.00 0.02 0.00
H 0.7620 -2.2039 -3.6758 0.15 0.21 -0.08
H -5.7806 -0.7310 8.5235 -0.01 -0.03 0.00
H -5.3270 -0.8254 -5.5683 0.01 0.02 0.01
H 8.3107 -2.7806 -1.0565 0.01 0.02 0.00
H -1.1312 -2.8209 -0.2752 -0.02 -0.12 -0.17
H 3.6281 1.2098 -1.6907 0.20 0.14 0.54
H -5.7272 -2.4406 1.7844 0.00 0.03 -0.02
H 0.3178 4.4815 -5.6054 -0.01 -0.05 -0.02
H 3.3695 -2.3880 -1.6456 -0.11 -0.34 -0.14
H -4.3865 -0.6750 -3.1621 0.02 0.02 -0.01
H 1.1767 -0.5155 -1.6184 -0.05 0.15 0.18
H 4.0117 -0.8546 -3.4613 0.08 0.26 -0.02
H 2.5347 4.8123 -4.6302 -0.06 0.04 0.03
H 4.7317 -0.1659 -1.3377 0.03 0.32 0.48
H 3.9816 2.7181 4.1969 0.02 0.02 0.00
H 0.9027 -1.7394 0.7378 0.03 0.09 -0.02
H 1.1777 -3.0661 -0.3851 0.09 0.03 -0.01
H -0.1008 1.3925 -2.3065 -0.58 0.72 -0.17
H 3.3509 -0.9590 0.3151 -0.51 -0.57 -0.03
H -7.4035 -0.7203 1.5013 0.01 -0.03 0.00
```
Positions in Å, forces in eV/Å.